Entry from the Open Molecules 2025 dataset: C6H13N2O3P in the gas phase (ωB97M-V/def2-TZVPD).

Each line ends with the natural charge from an NBO analysis.
Positions of all 25 atoms, in Å:
C: -1.74525 -2.68420 -1.56031  -0.260
O: -0.34383 -2.76695 -1.74996  -0.531
C: 0.40105 -1.93045 -0.90954  -0.387
P: 0.20540 -0.13860 -1.33237  1.088
C: 0.72275 0.56874 0.28697  -0.781
C: -0.48055 1.20609 0.99132  0.084
O: -1.13748 2.11947 0.12300  -0.712
C: -0.09381 1.93163 2.28692  -0.234
N: 0.77408 1.23711 3.21768  -0.836
O: 1.68561 0.10075 -2.19483  -0.720
C: 1.55940 0.63493 -3.36487  0.541
N: 1.47462 1.07268 -4.42506  -0.416
H: -2.17843 -1.88588 -2.16775  0.186
H: -2.16657 -3.64444 -1.84845  0.200
H: -1.98935 -2.49061 -0.50941  0.162
H: 1.44924 -2.22725 -0.99472  0.229
H: 0.10212 -2.03550 0.14543  0.178
H: 1.11787 -0.23587 0.91367  0.221
H: 1.51437 1.30954 0.14676  0.246
H: -1.23060 0.44053 1.21546  0.171
H: -0.75445 2.99406 0.24409  0.468
H: 0.34629 2.90253 2.02386  0.172
H: -1.02276 2.15150 2.81653  0.207
H: 0.27043 0.65160 3.86480  0.365
H: 1.51985 0.71858 2.78078  0.359

Relative energy (zero: lowest compared OMol25 entry of this formula, charge and spin) ... 42.4 kcal/mol
Spin multiplicity ... 1
Total charge ... 0
LUMO ... 0.0212 Eh
SMILES string ... COCP(C[C@H](O)CN)OC#N
M ... 192.155 Da

Entry from the Open Molecules 2025 dataset: C22H17ClI2N2O3Tc as an isolated structure (ωB97M-V/def2-TZVPD).

Each line ends with the Mulliken spin population.
Positions of all 48 atoms, in Å:
Tc: -0.17652 0.31708 0.24188  1.207
I: 0.13088 0.53418 2.84257  -0.004
C: 0.08765 2.60058 2.67095  -0.030
C: 0.22019 3.40810 3.78148  -0.011
C: 0.23634 4.79686 3.61865  0.005
C: 0.14045 5.34425 2.35990  -0.039
C: 0.01545 4.51531 1.22660  0.000
C: -0.04478 5.06212 -0.07011  -0.082
C: -0.14025 4.25617 -1.19849  -0.005
C: -0.19513 2.88191 -1.04948  -0.022
C: -0.16708 2.25799 0.21868  -0.136
C: -0.02626 3.10155 1.37820  0.004
H: 0.31610 2.98041 4.77091  0.002
H: 0.33446 5.43614 4.48385  -0.001
H: 0.16624 6.41729 2.23242  -0.001
H: 0.00081 6.13692 -0.18702  0.000
H: -0.15376 4.70751 -2.17973  -0.002
H: -0.24530 2.26350 -1.94427  0.000
C: 3.30754 -4.66302 0.52096  0.001
C: 1.86690 -4.31934 0.24584  0.001
C: 1.07874 -5.24312 -0.44029  0.000
C: -0.27828 -5.04512 -0.64398  0.000
Cl: -1.19706 -6.22852 -1.50456  0.000
C: -0.91253 -3.91555 -0.14061  0.002
C: -0.14110 -2.98246 0.52538  0.010
C: 1.22521 -3.16331 0.69474  -0.004
O: 1.83977 -2.11461 1.35844  0.000
C: 3.06161 -1.63164 0.86512  0.004
C: 2.84977 -0.25427 0.26840  0.013
O: 3.61951 0.62628 0.13498  0.011
O: 1.53168 -0.09624 -0.20427  0.089
H: 3.41599 -5.74420 0.57062  0.000
H: 3.64365 -4.25794 1.47486  0.000
H: 3.98202 -4.31202 -0.26202  0.000
H: 1.53845 -6.15052 -0.80724  0.000
H: -1.97812 -3.78958 -0.26261  0.000
H: -0.59806 -2.10869 0.98380  -0.012
H: 3.46902 -2.24405 0.05764  0.000
H: 3.80050 -1.57377 1.66578  0.000
I: -5.87441 -2.01702 0.99019  0.001
C: -4.33528 -0.78841 0.42684  0.002
C: -4.38690 0.30135 -0.42949  0.022
N: -3.15543 0.81132 -0.51198  -0.007
N: -2.28048 0.11939 0.25153  -0.021
C: -3.00671 -0.85650 0.82776  0.005
H: -5.21014 0.74057 -0.96710  0.001
H: -2.85419 1.62944 -1.02022  -0.006
H: -2.55327 -1.55161 1.51300  0.001

Relative energy (zero: lowest compared OMol25 entry of this formula, charge and spin) ... 1.9 kcal/mol
Spin multiplicity ... 2
Total charge ... +2
Expectation value of S² ... 0.86
LUMO (spin up / spin down) ... -0.3419 / -0.3124 Eh
M ... 744.650 Da

Entry from the Open Molecules 2025 dataset: a 2-piece molecular cluster, CH5FN4 overall (ωB97M-V/def2-TZVPD).

Each line ends with the Mulliken spin population.
Positions of all 11 atoms, in Å:
C: -0.67678 0.02654 0.41251  -0.108
N: -1.75648 0.22968 -0.31628  0.601
N: -0.38006 0.80361 1.50483  -0.038
N: 1.19575 0.19889 -1.49590  1.023
N: -0.19118 -1.16375 0.10946  0.539
F: 0.81950 -1.63610 0.89501  0.042
H: -1.86203 -0.50212 -1.12596  -0.015
H: -0.91581 1.69432 1.44738  0.003
H: 0.49793 0.69324 1.94374  -0.001
H: 2.03983 -0.06801 -1.01848  -0.024
H: 1.22932 -0.27629 -2.35629  -0.020

Relative energy (zero: lowest compared OMol25 entry of this formula, charge and spin) ... 21.2 kcal/mol
Spin multiplicity ... 3
Total charge ... 0
Expectation value of S² ... 2.04
LUMO (spin up / spin down) ... 0.0355 / -0.0568 Eh
M ... 92.077 Da

Entry from the Open Molecules 2025 dataset: C23H22FN5O2 in the gas phase (ωB97M-V/def2-TZVPD).

Each line ends with the natural charge from an NBO analysis.
Positions of all 53 atoms, in Å:
C: 0.46822 5.47910 2.14094  -0.416
N: 0.74418 4.34820 1.27138  -0.452
C: 1.95352 4.40853 0.59925  0.793
O: 2.70016 5.35583 0.73355  -0.638
N: 2.26650 3.34986 -0.22812  -0.428
C: 1.39481 2.31512 -0.34785  0.439
N: 1.54531 1.20837 -1.10300  -0.565
C: 0.43900 0.49858 -0.90014  0.588
N: -0.42631 1.10657 -0.04125  -0.334
C: 0.18683 2.29804 0.32412  -0.117
C: -0.21828 3.33185 1.20945  0.651
O: -1.25157 3.38467 1.86079  -0.644
C: -1.61462 0.60402 0.60677  -0.238
C: -1.48296 -0.82582 1.05960  -0.133
C: -0.31680 -1.31164 1.63965  0.466
C: -0.18083 -2.63006 2.03239  -0.302
C: -1.24321 -3.49897 1.86386  -0.189
C: -2.42776 -3.03650 1.31899  -0.216
C: -2.53931 -1.71746 0.91913  -0.184
H: -3.46612 -1.36648 0.48940  0.213
H: -3.26381 -3.70638 1.19440  0.221
H: -1.14631 -4.53074 2.16283  0.220
H: 0.74993 -2.95432 2.47121  0.230
F: 0.73240 -0.48413 1.83521  -0.336
H: -2.48615 0.70680 -0.05218  0.205
H: -1.78471 1.26092 1.46928  0.278
N: 0.25975 -0.73997 -1.42010  -0.446
C: 1.40798 -1.45930 -1.92612  -0.209
C: 1.33937 -2.87959 -1.36874  -0.420
C: -0.03005 -3.47645 -1.54791  -0.036
C: -0.21732 -4.84383 -1.38342  -0.192
C: -1.46590 -5.41528 -1.53435  -0.212
C: -2.55140 -4.61959 -1.86054  -0.218
C: -2.37773 -3.25826 -2.01795  -0.217
C: -1.12679 -2.67735 -1.85571  0.047
C: -0.96790 -1.18902 -2.03029  -0.241
H: -1.82429 -0.66970 -1.60425  0.214
H: -0.94995 -0.95805 -3.11145  0.195
H: -3.22192 -2.63218 -2.26984  0.206
H: -3.52942 -5.05866 -1.98834  0.214
H: -1.59285 -6.47950 -1.40359  0.214
H: 0.63304 -5.46350 -1.13711  0.209
H: 2.08736 -3.50961 -1.85385  0.218
H: 1.56921 -2.85500 -0.29970  0.219
H: 2.31112 -0.94592 -1.60031  0.245
H: 1.39153 -1.48016 -3.02375  0.182
C: 3.51900 3.33563 -0.94924  -0.414
H: 3.32454 3.22817 -2.01595  0.210
H: 4.02915 4.27512 -0.74640  0.249
H: 4.12787 2.49547 -0.61484  0.206
H: -0.50239 5.30726 2.60047  0.242
H: 1.24259 5.55824 2.90341  0.212
H: 0.45793 6.39982 1.55822  0.212

Spin multiplicity ... 1
Total charge ... 0
LUMO ... 0.0225 Eh
SMILES string ... Cn1c(=O)c2c(nc(N3CCc4ccccc4C3)n2Cc2ccccc2F)n(C)c1=O
M ... 419.460 Da

Entry from the Open Molecules 2025 dataset: an isolated ion of composition C4H7O2S4 and charge -1 (ωB97M-V/def2-TZVPD).

Each line ends with the natural charge from an NBO analysis.
Positions of all 17 atoms, in Å:
C: 1.88068 -0.92302 -0.55461  0.847
C: -0.87070 -0.27692 1.25643  -0.727
C: 1.03304 0.62226 -0.58766  -0.532
C: -0.71404 0.26315 -0.08128  -0.221
O: 1.38559 -1.65863 -1.44218  -0.741
O: 2.83114 -0.96893 0.18187  -0.683
S: 0.96211 1.32292 -2.17134  0.014
S: 1.68656 1.60987 0.72024  -0.035
S: -1.47610 2.00289 -0.10310  -0.081
S: -1.46058 -0.83247 -1.31872  -0.175
H: -1.95633 -0.35660 1.62881  0.213
H: -0.32836 -1.27823 1.42964  0.230
H: -0.29542 0.22399 2.13137  0.235
H: 1.41264 0.41982 -3.01047  0.133
H: 2.71438 0.85670 0.99354  0.164
H: -2.66210 1.47748 0.24241  0.104
H: -0.10941 -1.16065 -1.66618  0.253

Relative energy (zero: lowest compared OMol25 entry of this formula, charge and spin) ... 19.7 kcal/mol
Spin multiplicity ... 1
Total charge ... -1
LUMO ... 0.1112 Eh
SMILES string ... CC(S)(S)C(S)(S)C(=O)[O-]
M ... 215.366 Da

Entry from the Open Molecules 2025 dataset: a 2-piece molecular cluster, C20H23BrN2O3P overall (ωB97M-V/def2-TZVPD).

Each line ends with the natural charge from an NBO analysis.
Positions of all 50 atoms, in Å:
C: -4.55150 -1.69311 -0.76177  -0.675
C: -4.86032 -0.61955 -1.78730  0.320
N: -5.89647 0.09171 -1.58789  -0.599
C: -3.93023 -0.40092 -2.99931  -0.492
C: -2.62673 0.17859 -2.44629  0.022
C: -2.66087 1.44926 -1.89817  -0.183
C: -1.54944 2.05008 -1.33706  -0.154
C: -0.37572 1.32960 -1.33952  -0.043
C: -0.32558 0.07448 -1.91070  -0.166
C: -1.43469 -0.52746 -2.47847  -0.183
C: 0.98023 -0.67080 -1.88155  0.610
O: 1.38880 -1.28477 -2.85582  -0.604
C: 1.75976 -0.53139 -0.53979  -0.148
C: 2.44378 -1.57839 0.11039  -0.185
C: 3.04528 -1.27441 1.31834  -0.365
P: 3.93209 -2.54969 2.31180  1.297
N: 4.70959 -1.80730 3.46831  -1.287
C: 2.98145 -0.00857 1.84081  -0.100
C: 2.32679 1.03050 1.22157  0.018
C: 2.28319 2.42204 1.82780  -0.474
C: 0.86715 2.94911 2.20937  -0.227
C: 0.95900 3.59169 3.62310  -0.617
Br: -0.51360 1.56990 2.31244  -0.008
C: 1.70432 0.74464 0.00725  -0.020
C: 0.91717 1.82012 -0.73417  0.539
O: 1.32185 2.95823 -0.85195  -0.489
H: -4.66258 -2.70714 -1.16828  0.223
H: -3.48579 -1.59571 -0.48716  0.204
H: -5.14860 -1.52707 0.13537  0.255
H: -5.99279 0.78467 -2.33432  0.327
H: -4.38987 0.28598 -3.71351  0.240
H: -3.74510 -1.40073 -3.41533  0.221
H: -3.61496 1.97555 -1.89069  0.233
H: -1.59110 3.04755 -0.90737  0.246
H: -1.36106 -1.52856 -2.89985  0.204
H: 2.46153 -2.57490 -0.30589  0.166
H: 4.75585 -3.31965 1.45627  -0.059
H: 3.00179 -3.46238 2.87726  -0.045
H: 4.33886 -2.15963 4.34788  0.377
H: 3.45980 0.18015 2.80304  0.259
H: 2.81808 3.09990 1.15335  0.266
H: 2.87097 2.38539 2.75629  0.226
H: 0.60368 3.77010 1.53601  0.231
H: 1.19466 2.77476 4.31668  0.212
H: 1.74400 4.35380 3.59116  0.223
H: -0.01614 3.99481 3.91122  0.228
O: 0.94898 -3.78751 -1.48060  -0.771
H: 1.77903 -4.29838 -1.39173  0.575
H: 0.17307 -4.38276 -1.43558  0.575
H: 0.96237 -3.22178 -2.29566  0.599

Relative energy (zero: lowest compared OMol25 entry of this formula, charge and spin) ... 0.0 kcal/mol
Spin multiplicity ... 1
Total charge ... +1
LUMO ... -0.1819 Eh
M ... 450.293 Da

Entry from the Open Molecules 2025 dataset: C5H8N2 in the gas phase (ωB97M-V/def2-TZVPD).

Each line ends with the natural charge from an NBO analysis.
Positions of all 15 atoms, in Å:
C: 0.59441 1.94857 0.32375  -0.393
C: 1.66705 0.93239 0.52774  -0.218
C: 0.26379 0.57755 -0.36081  0.124
C: -0.56286 -0.20899 0.47220  -0.129
N: -1.65713 -2.23812 0.80709  -0.564
C: -1.09337 -1.44590 -0.02739  0.045
N: 0.52652 0.52961 -1.70974  -0.910
H: -0.03881 2.24265 1.14427  0.232
H: -1.92255 -3.11097 0.35114  0.337
H: 0.83441 2.66411 -0.44981  0.270
H: 1.73433 0.06081 1.16437  0.239
H: 2.42215 0.88633 -0.24132  0.243
H: -0.45172 -0.11115 1.54350  0.207
H: -0.92191 -1.63209 -1.08662  0.195
H: 1.18353 -0.24074 -1.85285  0.324

Relative energy (zero: lowest compared OMol25 entry of this formula, charge and spin) ... 134.1 kcal/mol
Spin multiplicity ... 1
Total charge ... 0
LUMO ... -0.0624 Eh
M ... 96.133 Da